# C34H41CoN4O2P2S4

C34H41CoN4O2P2S4 as an isolated structure (ωB97M-V/def2-TZVPD, the Open Molecules 2025 dataset).

Results
ΔE to the lowest compared entry with this formula, charge and spin: 0.35 kcal per mole
<S²>: 0.77
Molecular weight: 786.877 g mol⁻¹
HOMO level (spin up / spin down): -3.90 / -3.94 eV
LUMO (spin up / spin down): 2.502 / 2.502 eV
Gap between HOMO and LUMO (spin up / spin down): 6.40 / 6.44 eV
DFT total energy: -5348.1268 Eh

The geometry in ORCA input format:
```
! wB97M-V def2-TZVPD RIJCOSX def2/J DEFGRID3
* xyz -1 2
Co -0.00762 -0.58615 -0.63248
N -0.04266 -0.54482 -2.64586
N 1.08690 -1.24999 -3.12634
C 2.16016 -1.34423 -2.19289
O 3.25628 -1.67351 -2.61299
O 1.82840 -1.13409 -0.96792
H -0.89845 -0.93911 -3.02417
H 0.00975 0.45421 -2.86072
H 1.40032 -0.95878 -4.04143
S -4.38154 1.94154 -0.19239
C -3.20828 0.83776 0.28541
S -3.17669 0.00945 1.74813
S -1.93704 0.57536 -0.92334
C -0.31610 -2.93788 2.34878
C -1.48104 -3.13861 1.36991
P -0.92944 -2.74394 -0.33414
C 0.02109 -4.26686 -0.70934
C 1.41262 -4.22321 -0.71785
C 2.15021 -5.38221 -0.93570
C 1.50654 -6.59113 -1.13992
C 0.11671 -6.64672 -1.12000
C -0.61854 -5.49373 -0.90388
C -2.40617 -2.90312 -1.38320
C -2.25469 -3.29116 -2.71640
C -3.33074 -3.24134 -3.58986
C -4.56805 -2.79341 -3.14471
C -4.71900 -2.38654 -1.82774
C -3.64405 -2.43308 -0.95117
C -0.11252 -1.48966 2.80650
P 0.52193 -0.28609 1.56341
C 2.33921 -0.45235 1.71153
C 2.96907 -1.52351 2.33155
C 4.35677 -1.61880 2.33916
C 5.12402 -0.64155 1.72869
C 4.49959 0.43433 1.10818
C 3.12027 0.52444 1.09542
C 0.30745 1.30236 2.44402
C -0.49943 2.30674 1.92615
C -0.63624 3.51301 2.59991
C 0.02617 3.72102 3.79899
C 0.83272 2.71990 4.32699
C 0.97592 1.52029 3.64904
H 0.60444 -3.34563 1.91671
H -0.50898 -3.53664 3.24351
H -2.29988 -2.46300 1.62265
H -1.83883 -4.17020 1.40328
H 1.92225 -3.27813 -0.57128
H 3.23105 -5.32437 -0.95824
H 2.08239 -7.49111 -1.31855
H -0.39253 -7.59012 -1.27585
H -1.70142 -5.54208 -0.89466
H -1.28907 -3.63281 -3.07380
H -3.20054 -3.54734 -4.62093
H -5.40599 -2.74364 -3.82897
H -5.66852 -1.99983 -1.48049
H -3.76364 -2.05063 0.05689
H 0.56990 -1.46230 3.66028
H -1.06260 -1.06997 3.13396
H 2.39164 -2.30312 2.81114
H 4.83294 -2.46523 2.81918
H 6.20410 -0.72048 1.72508
H 5.08873 1.19346 0.60927
H 2.64141 1.34763 0.57492
H -1.03417 2.13173 1.00377
H -1.27842 4.28108 2.18756
H -0.08712 4.66058 4.32661
H 1.35420 2.87595 5.26338
H 1.62876 0.75384 4.05138
C -2.59123 5.12358 -0.36954
C -1.88532 4.60081 -1.61190
N -0.83047 3.63323 -1.31702
C 0.44584 3.70616 -1.68045
S 1.42108 2.33571 -1.87083
N 1.00141 4.93967 -1.91985
C 0.83340 6.05945 -0.99320
C 1.95942 6.11085 0.03000
H -3.37092 5.83076 -0.65962
H -1.90747 5.63184 0.31322
H -3.06868 4.29716 0.15838
H -1.46150 5.40489 -2.21299
H -2.61996 4.07507 -2.22677
H -1.15663 2.68022 -1.12383
H 1.95903 4.81197 -2.21603
H -0.11500 5.94610 -0.48127
H 0.78084 6.99070 -1.56306
H 2.00602 5.17470 0.58860
H 1.80065 6.92724 0.73679
H 2.92557 6.26739 -0.45476
*
```